## A
{
  "formula": "H12O6",
  "method": "ωB97M-V/def2-TZVPD",
  "symbols": ["O", "H", "H", "O", "H", "H", "O", "H", "H", "O", "H", "H", "O", "H", "H", "O", "H", "H"],
  "xyz": [[-0.018, 0.767, 0.342], [-0.622, 0.086, 0.046], [0.364, 0.416, 1.146], [2.856, 0.307, -0.099], [1.903, 0.304, -0.005], [3.185, 0.301, 0.800], [0.967, -1.586, -2.775], [1.351, -2.416, -2.493], [0.922, -1.059, -1.977], [0.233, -0.603, 2.512], [-0.421, -0.834, 3.170], [1.020, -1.079, 2.778], [-2.154, 2.998, -0.137], [-1.830, 3.430, 0.653], [-1.566, 2.253, -0.262], [-1.763, -0.846, -1.209], [-1.731, -1.796, -1.325], [-2.697, -0.642, -1.166]],
  "gap_ev": 10.856,
  "smiles": "O.O.O.O.O.O",
  "homo_ha": -0.3998,
  "lumo_energy_ev": -0.02
}

***

## B
{
  "formula": "H12O6",
  "method": "ωB97M-V/def2-TZVPD",
  "symbols": ["O", "H", "H", "O", "H", "H", "O", "H", "H", "O", "H", "H", "O", "H", "H", "O", "H", "H"],
  "xyz": [[0.249, 2.048, 1.695], [-0.472, 1.474, 1.520], [0.100, 2.843, 1.218], [1.637, -1.708, -0.959], [1.820, -0.895, -0.446], [1.998, -1.641, -1.846], [-0.895, -0.369, -1.001], [-0.618, 0.519, -1.178], [-0.227, -0.998, -1.320], [0.064, -3.266, 1.020], [0.512, -2.660, 0.374], [-0.097, -2.711, 1.746], [-1.893, 0.439, 1.655], [-1.743, -0.133, 0.865], [-1.662, -0.114, 2.435], [0.266, 2.118, -1.715], [1.197, 2.192, -2.014], [-0.245, 2.862, -2.057]],
  "gap_ev": 10.636,
  "smiles": "O.O.O.O.O.O",
  "homo_ha": -0.3938,
  "lumo_energy_ev": -0.08
}

***

Verdict on stability: B comes out on top.

***

## A
{
  "formula": "C7H14N3S",
  "method": "ωB97M-V/def2-TZVPD",
  "symbols": ["C", "C", "C", "C", "C", "C", "C", "N", "N", "N", "S", "H", "H", "H", "H", "H", "H", "H", "H", "H", "H", "H", "H", "H", "H"],
  "xyz": [[-1.892, -1.811, 0.163], [-2.671, 0.501, 0.140], [-0.491, -1.352, 0.363], [0.386, 2.319, 0.881], [1.959, 0.383, 0.466], [0.224, 1.085, -1.367], [0.521, 0.940, 0.141], [-0.393, 0.039, 0.789], [-2.840, -0.813, 0.015], [-2.336, -3.039, 0.117], [-3.144, 2.003, -0.045], [-0.018, -1.810, 1.204], [0.089, -1.845, -0.400], [0.506, 3.206, 0.074], [-0.606, 2.363, 1.432], [1.171, 2.358, 1.546], [2.237, -0.591, -0.007], [1.909, 0.422, 1.561], [2.835, 0.971, 0.149], [-0.938, 1.343, -1.528], [0.778, 2.007, -1.912], [0.476, 0.190, -2.038], [-3.892, -1.129, 0.090], [-1.653, -3.709, 0.096], [-3.251, -3.356, -0.051]],
  "gap_ev": [6.312, 7.531],
  "total_charge": 1,
  "homo_ha": [-0.4157, -0.4568],
  "lumo_energy_ev": [-5.00, -4.90]
}

***

## B
{
  "formula": "C7H14N3S",
  "method": "ωB97M-V/def2-TZVPD",
  "symbols": ["C", "C", "C", "C", "C", "C", "C", "N", "N", "N", "S", "H", "H", "H", "H", "H", "H", "H", "H", "H", "H", "H", "H", "H", "H"],
  "xyz": [[-0.569, 1.560, 0.248], [-1.853, 1.098, -0.053], [0.169, 0.438, -0.020], [-2.963, 1.974, -0.012], [-2.703, -1.166, -0.733], [2.547, -1.333, -0.572], [3.109, -0.084, 1.541], [-0.351, -0.648, -0.495], [-1.646, -0.227, -0.404], [2.754, -0.170, 0.132], [3.386, 1.183, -0.740], [-0.190, 2.426, 0.882], [-3.094, 2.493, 0.946], [-2.869, 2.876, -0.690], [-3.887, 1.502, -0.314], [-3.545, -0.876, -0.146], [-2.853, -1.199, -1.802], [-2.277, -2.135, -0.432], [3.421, -1.829, -1.123], [2.182, -2.093, 0.139], [1.789, -1.177, -1.296], [4.249, -0.096, 1.735], [2.863, 0.913, 1.871], [2.630, -0.777, 2.143], [2.417, 1.027, -1.786]],
  "gap_ev": [8.470, 6.239],
  "total_charge": 1,
  "homo_ha": [-0.4798, -0.4622],
  "lumo_energy_ev": [-4.59, -6.34]
}

***

Verdict on stability: A comes out on top.

***

## A
{
  "formula": "C5H12N2",
  "method": "ωB97M-V/def2-TZVPD",
  "symbols": ["C", "N", "C", "C", "H", "H", "H", "H", "H", "H", "H", "C", "C", "N", "H", "H", "H", "H", "H"],
  "xyz": [[0.375, 1.557, 1.870], [0.259, 1.184, 0.657], [1.519, 1.210, -0.187], [2.209, -0.144, -0.498], [1.233, 2.083, 2.290], [-0.326, 1.185, 2.637], [1.122, 1.655, -1.147], [2.264, 1.887, 0.228], [3.139, 0.012, -1.115], [2.588, -0.621, 0.393], [1.533, -0.871, -0.930], [-1.382, -2.080, -0.949], [-2.351, -1.352, -0.296], [-2.448, 0.028, -0.396], [-0.828, -1.663, -1.809], [-1.229, -3.166, -0.757], [-3.072, -1.873, 0.288], [-1.578, 0.508, -0.560], [-3.028, 0.463, 0.282]],
  "gap_ev": 8.703,
  "smiles": "C=NCC.C=CN",
  "homo_ha": -0.2814,
  "lumo_energy_ev": 1.05
}

***

## B
{
  "formula": "C5H12N2",
  "method": "ωB97M-V/def2-TZVPD",
  "symbols": ["C", "C", "N", "C", "C", "C", "N", "H", "H", "H", "H", "H", "H", "H", "H", "H", "H", "H", "H"],
  "xyz": [[-1.659, -1.332, 1.211], [-0.807, -0.322, 1.113], [-0.051, 0.181, 2.218], [-0.631, 0.417, -0.201], [0.801, 0.247, -0.761], [0.813, -0.860, -1.809], [1.207, 1.540, -1.324], [-1.771, -1.910, 2.100], [-2.120, -1.807, 0.355], [-0.669, 0.674, 2.853], [0.637, 0.844, 1.885], [-0.868, 1.473, -0.123], [-1.354, -0.085, -0.848], [1.439, -0.020, 0.081], [1.847, -1.013, -2.133], [0.476, -1.806, -1.378], [0.207, -0.630, -2.687], [2.217, 1.584, -1.444], [0.767, 1.706, -2.222]],
  "gap_ev": 9.732,
  "smiles": "C=C(N)C[C@@H](C)N",
  "homo_ha": -0.3181,
  "lumo_energy_ev": 1.08
}

***

## C
{
  "formula": "C5H12N2",
  "method": "ωB97M-V/def2-TZVPD",
  "symbols": ["C", "C", "C", "C", "N", "C", "N", "H", "H", "H", "H", "H", "H", "H", "H", "H", "H", "H", "H"],
  "xyz": [[-1.615, -2.043, -1.233], [-1.668, -0.672, -0.449], [-0.440, 0.310, -0.899], [0.447, 0.668, 0.346], [-0.195, 1.677, 1.173], [1.790, 0.504, 0.444], [2.721, 1.376, 1.268], [-0.626, -2.504, -1.105], [-2.351, -2.746, -0.769], [-1.986, -2.137, -2.319], [-2.637, -0.139, -0.632], [-1.520, -0.772, 0.787], [-0.688, 1.312, -1.277], [0.175, -0.194, -1.654], [0.568, 2.201, 1.726], [-0.983, 1.288, 1.788], [2.197, -0.492, 0.232], [3.296, 0.832, 1.954], [3.515, 1.533, 0.621]],
  "gap_ev": 9.018,
  "smiles": "CCC/C(N)=C/N",
  "homo_ha": -0.2943,
  "lumo_energy_ev": 1.01
}

***

Verdict on stability: B comes out on top.

***

## A
{
  "formula": "C5H12N2",
  "method": "ωB97M-V/def2-TZVPD",
  "symbols": ["H", "N", "C", "C", "C", "C", "C", "H", "H", "H", "H", "H", "H", "H", "H", "N", "H", "H", "H"],
  "xyz": [[-0.546, 2.525, -1.049], [-0.915, 2.259, -0.134], [-0.802, 1.029, 0.129], [-1.332, 0.544, 1.448], [0.047, -0.028, -0.783], [0.771, 0.454, -1.797], [-0.606, -1.376, -0.859], [-1.677, 1.389, 2.041], [-2.154, -0.152, 1.281], [-0.555, 0.007, 1.993], [1.262, 1.414, -1.738], [0.978, -0.117, -2.687], [-0.523, -1.864, 0.112], [-0.142, -1.999, -1.625], [-1.661, -1.292, -1.112], [1.709, -0.738, 1.179], [2.424, -0.542, 1.876], [1.938, -1.706, 0.962], [1.785, 0.194, 0.764]],
  "gap_ev": 10.296,
  "smiles": "[H]/N=C(/C)C(=C)C.N",
  "homo_ha": -0.3458,
  "lumo_energy_ev": 0.89
}

***

## B
{
  "formula": "C5H12N2",
  "method": "ωB97M-V/def2-TZVPD",
  "symbols": ["C", "C", "C", "C", "N", "C", "N", "H", "H", "H", "H", "H", "H", "H", "H", "H", "H", "H", "H"],
  "xyz": [[0.573, 1.960, -2.696], [0.760, 0.827, -1.979], [0.449, 0.750, -0.514], [-0.002, -0.571, 0.216], [-1.439, -0.862, -0.003], [0.276, -0.441, 1.700], [-0.323, -1.480, 2.555], [-0.289, 2.529, -2.393], [0.966, 1.922, -3.711], [0.661, -0.122, -2.532], [1.203, 1.034, 0.232], [-0.336, 1.509, -0.346], [0.572, -1.391, -0.259], [-1.867, 0.044, -0.170], [-1.968, -1.235, 0.776], [-0.031, 0.544, 2.063], [1.414, -0.495, 1.720], [0.352, -2.231, 2.657], [-0.422, -1.123, 3.498]],
  "gap_ev": 9.796,
  "smiles": "C=CC[C@H](N)CN",
  "homo_ha": -0.3246,
  "lumo_energy_ev": 0.96
}

***

## C
{
  "formula": "C5H12N2",
  "method": "ωB97M-V/def2-TZVPD",
  "symbols": ["N", "C", "C", "C", "C", "C", "N", "H", "H", "H", "H", "H", "H", "H", "H", "H", "H", "H", "H"],
  "xyz": [[2.879, -1.176, 0.403], [1.430, -1.493, 0.200], [0.627, -0.666, 0.907], [-0.819, -0.486, 1.008], [-1.416, 0.847, 0.604], [-0.781, 1.408, -0.858], [-0.497, 0.314, -1.766], [2.998, -0.925, 1.335], [2.927, -0.355, -0.145], [1.206, -2.275, -0.439], [1.197, 0.224, 1.161], [-1.288, -0.782, 1.952], [-1.343, -1.240, 0.289], [-2.521, 0.818, 0.558], [-1.201, 1.515, 1.432], [0.017, 2.118, -0.616], [-1.620, 1.962, -1.425], [-1.117, -0.531, -1.866], [-0.678, 0.722, -2.736]],
  "gap_ev": 9.703,
  "smiles": "N/C=C/CCCN",
  "homo_ha": -0.3196,
  "lumo_energy_ev": 1.01
}

***

## D
{
  "formula": "C5H12N2",
  "method": "ωB97M-V/def2-TZVPD",
  "symbols": ["H", "N", "C", "N", "C", "C", "C", "C", "H", "H", "H", "H", "H", "H", "H", "H", "H", "H", "H"],
  "xyz": [[2.065, -0.350, -1.740], [2.660, 0.147, -1.072], [1.988, 0.638, -0.121], [0.269, 0.699, 0.103], [-0.328, 1.713, -0.759], [-0.216, -0.600, 0.020], [-2.014, -0.355, 0.436], [0.332, -1.584, 1.034], [2.488, 1.235, 0.659], [-0.586, 1.310, -1.746], [-1.221, 2.135, -0.292], [0.378, 2.536, -0.909], [-0.227, -1.016, -0.995], [-2.112, 0.329, 1.278], [-2.389, -1.344, 0.696], [-2.500, 0.024, -0.461], [0.396, -1.125, 2.024], [-0.310, -2.467, 1.098], [1.330, -1.926, 0.746]],
  "gap_ev": 9.676,
  "smiles": "[H]/N=C\\N(C)C(C)C",
  "homo_ha": -0.3144,
  "lumo_energy_ev": 1.12
}

***

Verdict on stability: A comes out on top.